No. 1
{
  "formula": "C4H19N2O4",
  "method": "ωB97M-V/def2-TZVPD",
  "total_energy_ev": -15620.1255,
  "total_charge": 1,
  "lumo_ev": -2.602,
  "orbital_gap_ev": 11.2,
  "e_above_lowest_kcal_mol": 31.79,
  "symbols": ["C", "C", "C", "C", "N", "N", "H", "H", "H", "H", "H", "H", "H", "H", "H", "H", "H", "H", "H", "O", "H", "H", "O", "H", "H", "O", "H", "H", "O"],
  "xyz": [[-1.857, 0.591, 0.057], [-0.959, 1.578, -0.689], [-1.058, 1.459, -2.218], [0.497, 0.159, -3.512], [-0.388, 0.219, -2.621], [-1.470, -0.821, -0.265], [-2.875, 0.728, -0.316], [-1.886, 0.764, 1.127], [-1.165, 2.579, -0.319], [0.060, 1.324, -0.376], [-2.082, 1.177, -2.480], [-0.698, 2.409, -2.613], [0.890, 0.931, -4.175], [0.943, -0.820, -3.688], [-2.282, -1.369, -0.531], [-0.936, -0.796, -1.175], [-0.934, -1.320, 0.453], [-0.511, -0.515, 3.919], [-1.640, -1.298, 3.330], [-0.950, -0.671, 3.072], [3.948, 1.182, 0.562], [3.780, -0.085, -0.393], [3.414, 0.415, 0.338], [1.613, 0.045, 2.698], [2.810, -0.035, 1.932], [2.467, -0.389, 2.788], [0.939, -2.900, 1.280], [0.256, -1.945, 2.256], [0.074, -2.596, 1.558]]
}

---

No. 2
{
  "formula": "C4H19N2O7",
  "method": "ωB97M-V/def2-TZVPD",
  "total_energy_ev": -21771.3401,
  "total_charge": -1,
  "lumo_ev": 2.919,
  "orbital_gap_ev": 8.8,
  "e_above_lowest_kcal_mol": 13.76,
  "symbols": ["C", "N", "C", "O", "O", "C", "C", "N", "H", "H", "H", "H", "H", "H", "H", "H", "H", "H", "H", "O", "H", "H", "O", "H", "H", "O", "H", "H", "O", "H", "H", "O"],
  "xyz": [[0.084, 0.363, 0.424], [-0.891, 0.255, -0.587], [-1.094, -1.001, -1.286], [-2.108, -1.100, -2.021], [-0.257, -1.876, -0.988], [0.983, 1.687, 0.506], [0.276, 2.717, 1.427], [1.205, 2.339, -0.793], [-0.334, 0.325, 1.458], [0.853, -0.385, 0.445], [-1.574, 0.982, -0.624], [1.962, 1.546, 1.005], [-0.668, 3.145, 1.112], [-0.092, 2.385, 2.388], [1.022, 3.496, 1.650], [0.484, 2.365, -1.489], [2.020, 1.869, -1.138], [2.348, -0.216, -2.136], [1.561, -1.498, -1.570], [2.266, -0.841, -1.416], [1.349, -3.537, 0.572], [0.667, -3.473, -0.758], [1.452, -3.866, -0.325], [-3.015, -0.543, 1.043], [-2.922, -1.804, 0.184], [-3.483, -1.367, 0.834], [-2.115, 0.317, -2.745], [-2.679, 1.660, -2.279], [-2.310, 1.268, -3.075], [1.908, -2.441, 3.280], [1.622, -1.036, 3.116], [1.480, -1.735, 3.783]]
}